[1]
Below is C22H25N3O5S in the gas phase, with properties calculated with ωB97M-V/def2-TZVPD.

Computed properties:
HOMO-LUMO gap in eV: 8.11
Total charge: 0
Strongest force on any atom in hartree/bohr: 0.0161
SMILES: COCCn1c(=S)[nH]c2cc(C(=O)NCCc3ccc(OC)c(OC)c3)ccc2c1=O
HOMO energy in eV: -8.17

Positions of all 56 atoms, in Å:
C -4.38 -2.04 2.02
O -4.09 -1.10 1.01
C -4.56 0.20 1.31
C -4.37 1.09 0.09
N -2.98 1.12 -0.32
C -2.57 0.34 -1.36
S -3.57 -0.61 -2.27
N -1.25 0.37 -1.69
C -0.30 1.08 -0.99
C 1.05 0.98 -1.31
C 1.99 1.67 -0.55
C 1.57 2.51 0.48
C 0.23 2.62 0.78
C -0.72 1.89 0.07
C -2.13 1.93 0.44
O -2.58 2.61 1.34
H -0.12 3.26 1.58
H 2.29 3.09 1.04
C 3.41 1.33 -0.85
O 3.77 0.96 -1.95
N 4.25 1.40 0.22
H 3.84 1.61 1.11
C 5.41 0.53 0.26
H 5.62 0.24 -0.77
H 6.27 1.08 0.67
C 5.11 -0.72 1.12
C 3.74 -1.24 0.79
C 2.64 -0.80 1.50
C 1.34 -1.12 1.14
C 1.13 -1.92 0.00
C 2.24 -2.41 -0.68
C 3.52 -2.07 -0.30
H 4.36 -2.44 -0.88
H 2.10 -3.04 -1.54
O -0.17 -2.13 -0.40
C -0.41 -2.97 -1.50
H -1.50 -2.95 -1.64
H -0.09 -3.99 -1.31
H 0.07 -2.60 -2.41
O 0.37 -0.54 1.91
C -0.90 -1.14 2.05
H -1.38 -0.60 2.86
H -1.50 -1.06 1.14
H -0.80 -2.20 2.31
H 2.76 -0.18 2.38
H 5.15 -0.45 2.18
H 5.88 -1.47 0.93
H 1.39 0.35 -2.11
H -0.97 -0.23 -2.45
H -4.96 0.69 -0.75
H -4.68 2.10 0.33
H -5.63 0.17 1.57
H -4.01 0.61 2.17
H -5.46 -2.14 2.17
H -3.91 -1.75 2.97
H -3.97 -2.98 1.68


[2]
Below is a molecular structure, C22H26B2F2MnN7O4, with properties calculated with ωB97M-V/def2-TZVPD.

Computed properties:
Expectation value of S²: 3.774
HOMO-LUMO gap (alpha / beta) in eV: 7.38 / 6.80
Total charge: +1
Strongest force on any atom in hartree/bohr: 0.0562
HOMO energy (alpha / beta) in eV: -11.46 / -10.98
2S+1: 4

Positions of all 64 atoms, in Å:
Mn 0.03 -0.09 0.19
C -3.12 -1.61 -0.42
C -2.56 -0.70 -1.47
C -3.09 -0.37 -2.71
C -2.18 0.52 -3.28
C -2.24 1.21 -4.60
N -1.18 0.70 -2.40
N -1.41 -0.04 -1.29
B 0.07 1.60 -2.46
N 0.04 2.47 -1.18
N -0.04 1.89 0.05
C -0.16 2.88 0.95
C -0.32 2.67 2.42
C -0.15 4.11 0.28
C -0.01 3.81 -1.06
C 0.05 4.74 -2.23
N 1.33 0.71 -2.40
N 1.57 -0.03 -1.29
C 2.68 -0.74 -1.50
C 3.24 -1.63 -0.45
C 3.17 -0.45 -2.78
C 2.28 0.47 -3.32
C 2.32 1.14 -4.65
H -4.20 -1.70 -0.55
H -2.93 -1.22 0.58
H -2.69 -2.61 -0.50
H -4.01 -0.72 -3.15
H -3.14 0.90 -5.13
H -1.37 0.97 -5.20
H -2.27 2.29 -4.47
H 0.07 2.28 -3.43
H -1.06 1.89 2.63
H -0.67 3.59 2.87
H 0.63 2.40 2.88
H -0.23 5.08 0.73
H 0.05 5.76 -1.87
H -0.80 4.60 -2.88
H 0.96 4.57 -2.81
H 2.56 -1.71 0.39
H 4.19 -1.24 -0.09
H 3.43 -2.63 -0.85
H 4.04 -0.86 -3.25
H 3.21 0.83 -5.19
H 2.34 2.23 -4.54
H 1.44 0.88 -5.24
O -0.79 -2.26 2.63
C -0.46 -2.70 1.37
O -0.13 -1.90 0.52
C -0.59 -4.13 1.19
C -1.40 -4.88 2.05
C -1.53 -6.25 1.87
C -0.83 -6.88 0.85
C -0.03 -6.12 0.01
C 0.09 -4.76 0.15
N 0.73 -6.79 -1.06
O 0.65 -8.00 -1.12
O 1.37 -6.08 -1.81
H -1.94 -4.39 2.85
H -2.18 -6.82 2.52
H -0.90 -7.95 0.71
H 0.72 -4.21 -0.54
F 0.37 -0.22 2.44
B -0.44 -1.06 3.13
F -0.84 -0.65 4.30